No. 1
C4H13N2 | ωB97M-V/def2-TZVPD

Orbital gap (alpha / beta): 10.03 / 7.89 eV
Energy above the lowest of the compared OMol25 structures with the same formula, charge and spin: 72.8 kcal per mole
Spin multiplicity: 2
HOMO energy (alpha / beta): -8.82 / -8.94 eV
LUMO (alpha / beta): 1.204 / -1.049 eV

```
19
C4H13N2 (ωB97M-V/def2-TZVPD)
H 1.308 -0.810 2.063
H -1.536 -0.566 -1.599
H 0.052 1.688 -0.079
C 2.165 0.439 -0.108
H -3.110 0.059 0.187
H 2.859 -0.348 0.280
C -1.515 0.227 -0.992
H 2.303 1.202 0.527
N -2.148 -0.304 0.259
H 2.413 0.948 -1.042
H -0.142 -1.382 1.429
C -0.129 0.755 -0.630
H 0.328 0.839 -1.636
H 0.874 -1.077 -0.827
C 0.859 -0.342 -0.059
H -2.129 1.014 -1.509
H -0.771 1.406 1.610
N 0.833 -1.085 1.224
H -1.526 0.272 0.951
```

***

No. 2
C19H28B2BeF8N2O3 | ωB97M-V/def2-TZVPD

Orbital gap: 7.23 eV
Energy above the lowest of the compared OMol25 structures with the same formula, charge and spin: 530.0 kcal per mole
HOMO energy: -7.09 eV
LUMO: 0.145 eV

```
63
C19H28B2BeF8N2O3 (ωB97M-V/def2-TZVPD)
C -5.631 -28.502 14.168
C -2.319 -28.944 12.654
H -7.515 -22.945 14.060
F -2.405 -22.818 13.136
F -4.507 -24.601 10.728
C -5.026 -28.464 15.423
C -7.674 -25.522 12.619
H -1.896 -24.465 15.899
H -0.025 -23.219 10.795
H -0.547 -23.653 15.131
H -1.650 -22.511 10.862
F -6.706 -24.972 10.423
C -2.520 -27.559 12.896
H -2.013 -29.601 13.455
N -3.087 -26.759 11.949
C -1.033 -23.349 11.187
C -6.785 -23.197 13.290
H -5.142 -29.276 16.124
C -3.343 -27.295 10.730
C -1.430 -24.972 9.202
F -4.460 -22.087 13.685
Be -3.906 -25.339 12.403
C -2.684 -29.466 11.362
F -4.038 -23.481 11.853
C -0.214 -25.529 13.243
H -3.159 -25.723 15.063
O -2.507 -25.530 13.319
C -4.145 -27.455 15.787
H -3.592 -27.576 16.707
H -7.322 -26.518 12.351
H -8.522 -25.483 13.302
H -8.041 -25.071 11.697
H -5.797 -27.399 12.307
B -5.461 -25.568 10.551
H -3.460 -29.022 9.446
C -3.188 -28.638 10.418
H -0.077 -25.174 12.221
H -2.576 -30.525 11.181
C -6.517 -24.659 13.107
H -0.972 -23.417 12.274
C -1.728 -24.576 10.664
H -1.687 -24.211 8.465
F -5.179 -26.347 9.408
C -1.546 -24.053 14.953
H -0.014 -26.600 13.265
H -2.213 -23.276 14.580
H -5.845 -22.723 13.574
C -5.336 -27.476 13.280
B -3.735 -23.141 13.151
C -3.985 -26.392 14.869
N -4.520 -26.460 13.638
O -2.579 -25.192 11.385
F -3.874 -24.302 13.847
H -0.418 -25.296 8.959
H -2.411 -27.144 13.887
H -7.161 -22.703 12.394
H -6.327 -29.286 13.912
H -3.772 -26.652 9.976
F -5.409 -26.400 11.699
H 0.564 -25.042 13.831
C -1.510 -25.089 13.845
H -2.043 -25.852 9.004
O -5.368 -25.081 13.299
```

***

No. 3
C25H32N4O | ωB97M-V/def2-TZVPD

Orbital gap: 8.73 eV
Energy above the lowest of the compared OMol25 structures with the same formula, charge and spin: 53.0 kcal per mole
HOMO energy: -8.02 eV
SMILES string: CCCN1CCC(NCc2cn(C)nc2-c2ccc(Oc3ccccc3)cc2)CC1
LUMO: 0.711 eV

```
62
C25H32N4O (ωB97M-V/def2-TZVPD)
C -5.251 2.000 -2.040
C 2.312 -3.110 0.333
H 5.505 1.067 0.529
H -6.084 4.969 -0.670
H 4.844 -1.302 0.858
H 1.758 -1.454 3.742
C 4.249 -0.648 0.215
H -6.936 5.345 -2.956
H 2.394 -1.391 -2.457
H 4.590 1.117 -0.978
C -0.190 -2.691 1.840
H 3.376 -3.368 -1.527
H -0.943 -2.407 -0.029
C -5.382 3.000 -1.082
C 1.051 -2.572 -0.340
H 2.208 -4.180 0.519
H -6.729 3.557 -4.648
C 2.526 -0.890 -1.492
H 5.995 -0.751 -1.871
H 1.405 2.338 3.976
C -5.985 4.197 -1.419
H -1.167 -3.050 2.183
H 1.645 1.061 5.192
C 5.159 0.464 -0.314
H 4.433 -3.234 -0.114
H 3.458 -0.199 0.838
N 0.940 0.455 3.324
C -6.467 4.407 -2.700
C 1.024 -0.886 3.205
C -5.745 2.205 -3.325
C 1.256 -1.080 -0.650
H 2.690 0.172 -1.684
O -4.723 0.767 -1.769
C 3.521 -2.846 -0.575
C -2.722 1.563 -0.645
H -5.021 2.833 -0.077
H 0.936 -3.093 -1.304
H 0.564 -3.343 2.290
C -0.607 -0.082 1.958
C -3.735 0.627 -0.828
H 2.472 -2.603 1.286
H 0.392 -0.687 -1.192
H 6.956 0.686 -1.495
H -5.648 1.413 -4.051
H -4.514 -1.270 -0.242
H -2.740 -1.695 1.409
N -0.032 0.950 2.571
C -2.714 -0.790 0.823
C 1.748 1.317 4.135
N 3.717 -1.444 -0.877
N -0.162 -2.893 0.402
C -1.720 1.320 0.271
H -0.932 2.042 0.420
C -1.696 0.141 1.015
H 1.350 -0.516 0.278
C 0.038 -1.290 2.331
H 6.975 -0.702 -0.405
H 2.800 1.239 3.852
H -2.718 2.472 -1.229
C -6.350 3.404 -3.649
C -3.723 -0.552 -0.089
C 6.350 -0.110 -1.070
```

***

No. 4
C24H30Cl3N7O3ReSSi | ωB97M-V/def2-TZVPD

Orbital gap (alpha / beta): 7.05 / 6.49 eV
Energy above the lowest of the compared OMol25 structures with the same formula, charge and spin: 9.2 kcal per mole
Spin multiplicity: 4
HOMO energy (alpha / beta): -13.69 / -13.65 eV
LUMO (alpha / beta): -6.639 / -7.168 eV
Charge: +2

```
70
C24H30Cl3N7O3ReSSi (ωB97M-V/def2-TZVPD)
H -2.388 -4.647 -1.463
C 2.437 1.918 -3.672
H 0.100 -1.913 2.764
C -2.518 -0.899 -1.560
H -5.360 -1.596 -1.062
Cl 2.751 -0.406 2.733
N 1.229 1.677 -0.772
N -7.551 -6.499 -2.640
C -0.675 -2.272 2.112
H -4.349 0.513 2.064
C 2.237 -0.502 -1.348
C -2.045 -2.362 0.402
O 1.262 -0.971 -0.669
H -0.788 -0.348 -5.220
C -1.735 1.023 -2.256
H 3.902 0.889 -4.896
C -2.781 3.754 1.147
H 0.808 2.119 -1.587
H 3.514 2.701 -1.983
H -2.432 3.850 2.169
H -5.116 2.100 1.901
H -3.027 -4.260 1.024
C 2.485 1.025 -1.184
H -1.135 1.916 -2.268
O -1.715 1.379 1.209
H -4.125 -6.257 -2.135
H 1.444 2.426 -0.105
C -2.720 -2.050 -0.779
H 4.120 1.158 -2.551
C 3.207 1.720 -2.353
C -3.757 -3.009 -1.222
C -6.070 -3.513 -1.676
H -3.717 4.285 1.010
C -3.421 -4.331 -1.517
C -5.091 -2.612 -1.310
C 2.819 0.931 -4.782
H -7.102 -3.203 -1.726
H -3.763 1.874 3.040
H -0.220 -2.262 -3.934
S -3.032 2.001 0.735
Re -0.171 0.102 0.302
H -3.108 1.260 -3.979
N -1.052 -1.604 1.018
C -6.732 -5.759 -2.343
H -4.040 -1.100 -3.161
N 2.349 -0.408 -4.485
H 1.357 1.859 -3.516
C -4.390 -5.236 -1.901
C -5.724 -4.831 -1.977
Cl 1.817 2.683 2.137
O 2.945 -1.182 -2.066
C 1.074 -0.766 -4.485
H 3.170 1.065 -0.328
C -4.178 1.585 2.081
H 1.366 -2.361 -3.255
C -1.418 -3.443 2.278
C -2.757 0.685 -3.146
C -2.290 -3.505 1.212
C -3.248 -0.532 -2.718
H 0.468 0.676 -5.775
H -1.322 -4.146 3.081
N -1.571 0.083 -1.324
H 2.956 -0.936 -3.853
H 2.417 1.278 -5.738
N 0.695 -1.859 -3.821
H -2.037 4.159 0.468
Cl -0.047 0.805 4.019
N 0.158 -0.019 -5.117
H 2.650 2.917 -4.048
Si 1.108 0.749 2.345
```

***

The following E_tot values (in eV) correspond, in order, to the records above: -7334.1258; -52762.9623; -34451.8921; -100350.5184.